DFT (the ωB97M-V functional and the def2-TZVPD basis) results for 11 unconnected molecules or ions with the total composition C40H66O33 at a distorted geometry.

Structure (XYZ):
```
139
Properties=species:S:1:pos:R:3:mulliken_charge:R:1
O -4.828 5.097 8.212 -0.31
O -0.868 1.388 9.810 -0.37
O -3.726 4.515 -1.247 -0.41
O -6.517 5.699 1.927 -0.25
O -5.231 -3.235 7.220 0.09
O -4.793 -3.852 11.271 -0.38
O -3.321 0.128 5.117 -0.27
O -6.729 3.973 8.212 -0.31
O -9.824 2.275 5.756 -0.24
O -4.216 -0.020 7.043 -0.08
O -11.221 0.800 6.633 -0.40
O -6.528 -3.903 10.003 -0.36
O -5.573 -0.051 5.230 -0.54
O -4.996 3.166 9.383 -0.53
O -1.570 -1.739 1.597 -0.57
O -2.481 4.634 -3.125 -0.56
O 0.726 -3.337 7.303 -0.28
O -5.714 -1.898 10.688 -0.51
O 0.566 0.069 10.946 -0.55
O -5.911 3.952 3.042 -0.08
O -5.359 0.657 1.089 -0.29
O -3.595 -1.866 0.622 -0.43
O 1.160 -1.338 6.403 -0.61
O -7.191 0.473 2.330 -0.21
O -1.658 -0.029 11.304 -0.52
O -6.394 -4.905 6.265 -0.59
O -3.421 -1.957 2.820 -0.23
O -2.814 2.679 -2.098 -0.42
O -7.013 5.536 4.135 -0.54
O -11.847 2.003 4.834 -0.56
O -4.351 -5.269 7.164 -0.45
O -7.311 1.639 0.500 -0.47
O 0.379 -3.044 5.199 -0.32
C -2.946 3.995 -2.231 0.51
C -8.609 1.855 1.119 0.65
C -7.581 -3.259 9.281 -0.71
C -3.906 -3.098 7.744 0.01
C 0.469 -2.389 3.931 -0.68
C -4.116 3.517 -0.320 0.30
C -0.526 0.468 10.719 0.42
C -11.068 1.751 5.691 0.46
C 0.713 -2.462 6.308 0.87
C -4.798 -2.145 2.547 -0.03
C -10.081 0.759 7.479 0.34
C -3.490 -4.558 8.057 0.91
C -2.762 -1.826 1.670 0.42
C -9.149 1.871 6.927 0.51
C -5.439 3.964 8.627 0.55
C 1.393 -3.047 8.536 -0.77
C -3.914 0.807 11.645 -1.27
C -9.640 1.342 0.119 -1.48
C -7.197 6.943 1.895 -0.79
C -6.511 0.930 1.296 0.45
C -2.238 1.768 0.022 -1.19
C -8.479 1.132 2.444 -0.17
C -5.426 -4.515 6.828 0.33
C -8.273 5.721 7.546 -1.68
C -5.708 3.119 4.155 0.86
C -9.445 -0.629 7.537 -1.34
C -5.338 0.042 7.930 0.90
C -5.745 5.882 7.477 -0.42
C -6.995 5.001 7.234 1.97
C -2.056 -4.863 7.603 -1.60
C -3.923 -3.197 12.166 -0.62
C -5.697 -3.098 10.634 0.86
C -2.826 0.457 10.631 2.25
C -3.231 0.223 3.708 0.05
C -4.488 0.034 5.742 0.75
C -2.264 1.606 9.838 -0.02
C -5.928 -2.659 0.273 -1.79
C -6.519 5.101 3.111 0.64
C -3.387 2.300 -0.831 1.01
C -4.986 -1.774 1.059 1.59
H -1.673 0.965 -0.439 0.37
H -9.146 0.271 2.501 0.35
H -5.091 -0.711 0.821 -0.40
H -8.787 2.921 1.267 0.29
H -8.110 1.567 6.771 -0.27
H -5.833 -2.461 -0.795 0.39
H -2.018 -5.952 7.530 0.43
H -10.382 1.277 8.392 0.41
H -1.624 2.598 0.381 0.41
H -3.886 3.787 0.714 -0.04
H -3.368 -3.917 12.766 0.30
H -2.509 2.548 10.349 0.27
H -6.167 -0.620 7.680 0.21
H -8.466 1.694 3.374 -0.19
H -2.673 1.849 8.858 0.13
H -1.373 -4.416 8.319 0.34
H -5.623 2.110 3.742 -1.08
H -3.513 1.535 12.345 0.45
H -5.725 1.061 7.951 -0.27
H -3.169 -0.317 9.937 -1.13
H -8.694 6.246 6.685 0.38
H -5.191 3.321 -0.273 -0.06
H -4.751 3.202 4.674 0.49
H -9.160 1.194 -0.845 0.31
H 1.209 -3.754 9.334 0.25
H -7.028 4.509 6.268 -0.82
H -6.012 6.783 8.029 0.29
H -6.981 -2.557 0.534 0.32
H -6.633 7.663 2.494 0.33
H -0.083 -3.085 3.311 0.23
H -3.621 -4.738 9.124 0.31
H -2.652 1.370 0.954 -0.01
H -6.588 3.137 4.797 -0.36
H -5.722 -3.725 0.394 0.47
H -3.400 -2.556 6.940 0.49
H -2.882 -0.730 3.318 0.22
H -10.493 2.009 0.014 0.41
H -9.138 5.134 7.869 0.27
H -8.370 -3.240 10.040 0.47
H -3.203 -2.529 11.692 0.17
H -7.406 -2.273 8.862 0.12
H -9.048 2.674 7.661 -0.07
H -10.063 0.392 0.454 0.38
H -9.127 -0.979 6.557 0.38
H -8.243 6.975 2.189 0.31
H -7.123 7.345 0.884 0.24
H -4.741 1.247 11.084 0.22
H -8.663 -0.693 8.293 0.25
H 1.492 -2.318 3.563 0.35
H -8.009 -3.842 8.467 0.37
H -4.213 0.448 3.295 -0.51
H -2.474 0.906 3.320 0.44
H 0.066 -1.387 3.908 0.30
H -5.105 -3.193 2.615 0.54
H -4.070 1.477 -1.033 0.05
H -4.964 -0.239 8.909 -0.99
H -3.885 -2.441 8.616 -0.67
H -1.866 -4.556 6.576 0.32
H -4.554 -2.667 12.887 0.34
H -4.318 -0.097 12.095 0.16
H -5.375 6.200 6.501 0.31
H 1.175 -2.031 8.869 0.33
H -8.190 6.458 8.348 0.44
H 2.444 -2.982 8.250 0.34
H -10.200 -1.330 7.904 0.49
H -5.416 -1.620 3.272 -0.10
```

Computed properties:
F_max	4.29	eV Å⁻¹
electronic energy	-4046.702265	Eh
SMILES string	C[C@H]1COC(=O)O1.C[C@H]1COC(=O)O1.C[C@H]1COC(=O)O1.C[C@H]1COC(=O)O1.C[C@H]1COC(=O)O1.C[C@H]1COC(=O)O1.C[C@H]1COC(=O)O1.COC(=O)OC.COC(=O)OC.COC(=O)OC.COC(=O)OC

DFT (the ωB97M-V functional and the def2-TZVPD basis) results for a single C3H7NO molecule at a distorted geometry.

Structure (XYZ):
```
12
Properties=species:S:1:pos:R:3:mulliken_charge:R:1
O -2.142 0.151 0.284 -0.64
N -0.095 0.761 -0.766 -0.35
C -0.031 -0.003 1.493 -1.08
C 0.730 -0.515 -1.064 -0.78
C -0.958 0.271 0.547 0.65
H -0.009 -1.314 -1.205 0.31
H 1.327 -0.338 -1.947 0.34
H -0.813 0.990 -1.470 0.31
H 1.380 -0.887 -0.252 0.36
H 0.394 1.643 -0.566 0.32
H 0.973 0.402 1.425 0.31
H -0.308 -0.603 2.340 0.25
```

Computed properties:
F_max	1.21	eV Å⁻¹
electronic energy	-248.425037	Eh
SMILES string	C=C([O-])[NH2+]C

DFT (the ωB97M-V functional and the def2-TZVPD basis) results for 2 unconnected molecules or ions with the total composition CF3NO at a distorted geometry.

Structure (XYZ):
```
6
Properties=species:S:1:pos:R:3:mulliken_charge:R:1
F 1.563 1.000 -0.432 -0.11
F 1.606 -0.731 0.818 -0.11
F -1.627 -0.870 -0.607 -0.14
O -1.445 0.925 0.754 -0.26
N 1.167 -0.298 -0.392 0.08
C -1.058 0.080 0.064 0.54
```

Computed properties:
F_max	2.46	eV Å⁻¹
electronic energy	-467.478962	Eh

DFT (the ωB97M-V functional and the def2-TZVPD basis) results for a molecular structure, C19H46CdNO11 at a distorted geometry.

Structure (XYZ):
```
78
Properties=species:S:1:pos:R:3:mulliken_charge:R:1
Cd 7.171 0.490 -3.903 0.63
O -2.029 -6.659 1.645 -0.53
O -3.833 4.282 5.296 -0.37
O 7.563 -1.703 2.265 -0.51
O -4.284 -6.959 -0.036 -0.51
O 3.533 -1.543 -3.894 -0.40
O -1.819 -3.910 -9.143 -0.53
O 0.370 -2.156 -8.920 -0.52
O 1.791 4.546 -8.012 -0.50
O 4.329 5.539 -8.606 -0.56
O 4.672 -2.166 -2.306 -0.41
O 6.594 -0.134 4.513 -0.50
N -3.300 3.067 5.034 0.30
C 6.790 -2.326 3.369 -0.47
C -2.275 2.624 5.925 1.17
C -3.776 -8.160 0.639 -0.27
C -4.971 2.898 3.170 -1.64
C -0.864 -1.822 -8.268 -0.23
C 3.521 -2.160 -2.800 0.76
C -2.043 1.036 5.661 -1.17
C 3.482 6.187 -7.624 -0.35
C -2.562 3.621 2.656 -1.32
C -3.091 1.229 3.363 -1.25
C -1.838 0.712 4.155 -0.63
C -2.239 -7.815 0.923 -0.48
C 5.852 -1.232 4.010 -0.22
C -1.960 -2.525 -9.040 -0.47
C 2.221 -2.533 -2.131 -0.77
C -0.940 3.428 5.730 -1.52
C -2.748 2.781 7.445 -1.68
C 2.524 5.028 -6.982 -0.36
C -3.449 2.731 3.647 1.12
H -5.497 3.846 3.280 0.31
H 5.167 -0.982 3.200 0.18
H -1.176 -4.103 -9.829 0.32
H 1.442 -2.786 -2.850 0.31
H -2.817 1.154 2.311 0.43
H 2.881 4.197 -6.374 0.28
H -1.168 0.720 6.230 0.49
H -3.445 2.016 7.789 0.38
H 2.990 6.974 -8.195 0.27
H -0.004 3.092 6.176 0.34
H -2.905 0.511 6.071 0.42
H -3.283 4.884 4.791 0.41
H -3.947 -6.217 0.473 0.31
H -1.633 -7.563 0.053 0.23
H -3.985 0.610 3.446 0.44
H 3.981 6.582 -6.739 0.27
H -1.028 4.384 6.247 0.44
H 5.224 -1.745 4.740 0.31
H -3.827 -9.080 0.057 0.31
H 6.170 -3.130 2.972 0.31
H 7.545 -2.754 4.028 0.29
H -0.940 -0.739 -8.180 0.29
H -4.898 2.706 2.099 0.43
H 3.995 5.803 -9.466 0.33
H -2.251 4.480 3.251 0.28
H -1.413 -0.277 3.983 0.42
H -2.831 -2.218 -8.460 0.30
H 2.477 4.327 -8.646 0.34
H 1.977 5.630 -6.256 0.29
H 7.149 -1.937 1.431 0.28
H 6.117 0.168 5.290 0.32
H -2.086 -6.938 2.561 0.33
H -1.973 2.658 8.202 0.40
H -2.986 4.073 1.759 0.39
H -1.607 3.148 2.430 0.34
H -5.568 2.113 3.634 0.43
H -1.829 -8.658 1.478 0.37
H -0.647 3.605 4.695 0.33
H 1.049 -2.256 -8.249 0.28
H -3.142 3.780 7.631 0.40
H 2.466 -3.319 -1.417 0.32
H -4.337 -8.311 1.562 0.24
H -2.014 -2.203 -10.080 0.31
H -0.989 1.314 3.830 0.24
H 2.061 -1.684 -1.466 0.25
H -0.849 -2.275 -7.276 0.24
```

Computed properties:
net charge	+1
F_max	3.55	eV Å⁻¹
electronic energy	-1800.957813	Eh

DFT (the ωB97M-V functional and the def2-TZVPD basis) results for 2 unconnected molecules or ions with the total composition C17H21N4O5 at a distorted geometry.

Structure (XYZ):
```
47
Properties=species:S:1:pos:R:3:mulliken_charge:R:1
O -0.558 2.344 0.962 -0.72
O 4.525 3.715 2.550 -0.66
O -1.559 0.447 1.560 -0.77
O 2.150 1.550 6.054 -0.66
O 6.316 0.126 4.764 -0.67
N 5.372 1.879 3.610 0.03
N 1.465 7.526 0.096 0.18
N -0.532 1.206 1.515 0.79
N 4.250 0.894 5.466 0.02
C 1.786 4.390 2.931 -0.03
C 4.348 2.806 3.363 0.90
C 5.372 0.910 4.630 0.67
C 3.100 2.617 4.142 0.48
C 1.882 4.154 1.546 -0.02
C 0.311 7.652 -0.776 -1.01
C 2.662 8.192 -0.380 -0.99
C 3.096 1.674 5.275 0.15
C 6.516 1.886 2.725 -1.16
C 1.955 3.322 3.914 -0.50
C 4.277 0.032 6.628 -1.12
C 1.547 6.500 1.030 -0.07
C 0.476 -0.668 2.570 -1.19
C 1.487 5.711 3.333 -0.72
C 1.740 5.168 0.622 -0.20
C 1.422 6.745 2.419 -0.35
C 0.575 0.708 2.105 -0.07
H -0.541 7.092 -0.373 0.30
H 1.474 -0.993 2.880 0.34
H 3.453 -0.682 6.597 0.31
H 2.922 7.852 -1.396 0.32
H 0.536 7.285 -1.789 0.32
H 1.375 5.890 4.406 0.40
H 0.035 8.712 -0.859 0.32
H 1.787 4.953 -0.447 0.37
H 6.312 2.603 1.935 0.37
H 2.086 3.142 1.201 0.19
H 1.126 3.151 4.618 0.40
H 2.487 9.275 -0.421 0.32
H 1.521 1.255 2.041 0.17
H 1.264 7.769 2.758 0.38
H -0.210 -0.728 3.419 0.20
H 5.221 -0.497 6.631 0.39
H 7.413 2.175 3.273 0.32
H 0.140 -1.392 1.815 0.31
H 6.655 0.884 2.323 0.35
H 4.179 0.649 7.523 0.31
H 3.501 7.981 0.294 0.29
```

Computed properties:
net charge	-1
F_max	1.99	eV Å⁻¹
electronic energy	-1255.580489	Eh

DFT (the ωB97M-V functional and the def2-TZVPD basis) results for 2 unconnected molecules or ions with the total composition C9H12IP at a distorted geometry.

Structure (XYZ):
```
23
Properties=species:S:1:pos:R:3:mulliken_charge:R:1
I 2.022 1.323 -2.875 -0.12
P -0.031 1.917 -1.769 0.08
C -0.448 -0.936 -1.636 -1.14
C 0.356 0.593 1.717 -0.29
C 0.945 0.242 2.942 -0.64
C -1.054 0.408 -2.211 0.19
C 2.256 0.262 3.023 -0.22
C -2.453 0.648 -1.677 -1.27
C 3.106 0.624 1.987 -0.53
C 1.113 0.913 0.658 0.20
C 2.541 1.040 0.782 -0.36
H -2.763 0.148 -0.743 0.30
H 0.270 0.103 3.723 0.40
H -0.769 -0.936 -0.512 0.18
H -0.684 0.643 1.537 0.42
H 3.091 1.405 -0.035 0.26
H 4.220 0.663 2.271 0.24
H 0.537 -0.964 -1.784 0.38
H 2.677 0.117 3.973 0.36
H -2.799 1.755 -1.563 0.39
H -1.040 -1.775 -2.018 0.37
H -3.232 0.310 -2.484 0.30
H -1.046 0.232 -3.244 0.49
```

Computed properties:
F_max	6.71	eV Å⁻¹
electronic energy	-989.054672	Eh